1.
15
Properties=species:S:1:pos:R:3:forces:R:3:lowdin_charge:R:1 method="wB97M-V/def2-TZVPD" gap_ev=9.8248 de_lowest_kcal_mol=57.2 e_homo_ev=-9.09 smiles="C=NC(C)(C)S"
C 0.12483 -2.31037 -0.14104 -0.7 0.8 1.9 -0.15
C 1.12949 0.91829 0.44464 -1.1 -1.7 -3.2 -0.10
C -1.43857 0.89918 0.58568 0.8 -0.8 -1.6 -0.11
C -0.17144 0.27322 -0.03001 0.1 -1.4 1.8 -0.76
N -0.29065 -1.39935 0.62791 -0.1 2.2 -0.9 0.03
S -0.16430 0.09092 -1.82599 -0.7 0.2 -0.1 0.79
H 0.00909 -3.35261 0.06669 -0.2 -0.6 0.8 0.06
H 0.65093 -2.12482 -1.00380 1.1 0.6 -2.4 -0.01
H 1.81071 0.18004 0.11344 1.6 -0.6 0.4 0.06
H 1.21520 1.22588 1.40640 0.0 0.3 3.1 0.05
H 1.32960 1.76065 -0.15855 0.1 1.2 -0.8 0.06
H -1.70554 1.88290 0.24050 0.3 0.5 -0.7 0.07
H -2.16522 0.21252 0.16562 -1.0 0.1 1.1 0.07
H -1.30200 1.02141 1.64780 -0.4 -0.8 0.4 0.08
H 0.96787 0.72213 -2.13929 0.1 0.1 0.2 -0.13



2.
15
Properties=species:S:1:pos:R:3:forces:R:3:lowdin_charge:R:1 method="wB97M-V/def2-TZVPD" gap_ev=8.2304 de_lowest_kcal_mol=53.1 e_homo_ev=-8.07 smiles="C=CN=C.CS"
C 1.87549 -0.27326 0.28568 -0.1 -0.2 0.3 -0.23
C 1.74057 -0.93371 -0.85685 0.1 0.2 0.4 0.04
C 1.08681 1.12037 1.92573 -0.2 -0.4 -0.8 0.01
N 0.79110 0.37570 0.93710 1.1 0.4 0.3 -0.11
H 2.83600 -0.18434 0.79355 0.0 -0.1 -0.1 0.10
H 0.78738 -0.95260 -1.36850 0.0 -0.1 -0.1 0.03
H 2.61280 -1.42715 -1.26247 -0.1 0.0 -0.2 0.06
H 0.30167 1.73502 2.34810 0.0 -0.1 0.3 0.08
H 2.11732 1.17951 2.26496 0.1 0.2 0.3 0.08
H -0.41465 0.83014 -0.00581 -1.9 -0.9 -1.4 -0.10
C -1.97176 -1.11230 -0.27845 0.1 0.0 0.4 -0.53
S -1.53500 0.50527 -0.96525 0.8 0.8 0.6 0.52
H -2.84567 -1.05946 0.37222 0.1 0.1 0.0 0.01
H -2.19281 -1.81868 -1.07734 0.1 0.1 -0.1 0.02
H -1.13359 -1.49392 0.31019 0.0 0.0 -0.1 0.01



3.
15
Properties=species:S:1:pos:R:3:forces:R:3:lowdin_charge:R:1 method="wB97M-V/def2-TZVPD" gap_ev="7.6410 / 7.6378" de_lowest_kcal_mol=214.1 e_homo_ev="-7.57 / -7.56"
C -0.74206 -1.09304 -0.40891 1.6 -2.8 0.1 -0.39
C -2.09709 0.49413 0.38977 -0.9 3.6 2.5 -0.12
C 0.48784 1.49830 -0.31752 0.3 0.4 0.9 -0.30
C 1.90694 -0.68407 0.24020 1.5 -1.5 0.5 -0.32
N -2.02659 -0.50707 -0.32389 0.4 -4.6 -2.1 -0.22
S 0.21098 -0.02807 0.63032 1.5 -0.1 -0.1 0.79
H -0.34222 -2.32705 1.09511 -0.8 1.6 -2.0 0.10
H -3.09546 0.82288 0.39905 -1.7 1.2 0.0 0.03
H -0.22144 2.17142 0.14273 0.2 0.5 0.2 0.02
H 1.54900 1.70007 -0.06642 -0.9 0.6 -0.4 0.04
H 0.28583 1.55363 -1.38632 0.2 -0.8 -0.1 0.07
H 1.93870 -1.64464 -0.32961 -0.8 1.2 -0.5 0.04
H 2.41715 0.18757 -0.29131 -0.1 -1.9 0.9 0.04
H 2.48911 -1.17063 1.13867 -1.2 2.0 -1.0 0.08
H -2.76071 -0.97342 -0.91188 0.7 0.5 0.9 0.16